--- one ---
# C3H5FO

A cluster of 2 separate species, C3H5FO in total (ωB97M-V/def2-TZVPD, the OMol25 dataset).

LUMO level (spin up / spin down) = -0.35 / -0.36 eV
HOMO (spin up / spin down) = -8.7 / -8.7 eV
M = 76.07 g mol⁻¹

Positions of all 10 atoms, in Å:
C1 1.164 -0.724 1.085
C2 -0.809 0.094 -2.380
C3 0.424 0.284 1.764
O1 -1.464 1.006 -2.055
F1 0.359 0.238 -3.002
H1 0.576 -1.713 1.057
H2 -0.845 -0.933 -2.164
H3 -0.521 0.498 1.094
H4 1.059 1.292 1.863
H5 0.056 -0.041 2.739

--- two ---
# C3H5FO

A cluster of 4 separate species, C3H5FO in total (ωB97M-V/def2-TZVPD, the OMol25 dataset).

LUMO level = 0.07 eV
HOMO = -9.1 eV
M = 76.07 g mol⁻¹

Positions of all 10 atoms, in Å:
C1 0.585 -1.606 -0.285
C2 -0.357 0.517 0.612
C3 -0.558 1.719 -0.190
H1 0.887 -1.516 -1.718
H2 -0.305 -2.747 0.322
H3 1.795 -1.145 0.440
H4 -0.214 0.473 1.826
H5 -0.903 1.894 -1.181
O1 -0.474 -0.629 -0.192
F1 -0.457 3.039 0.365

Energies in eV, measured from the most stable structure: one 0.000; two 2.966.